Formula: C3H14N4O
Source: the OMol25 dataset
Level of theory: the ωB97M-V functional and the def2-TZVPD basis

**Max |F|**: 2.6 eV Å⁻¹
**HOMO-LUMO gap**: 9.24 eV
**DFT total energy**: -11341.7881 eV
**SMILES**: CNN(C)C.NNO
**Lowest unoccupied orbital energy**: 0.781 eV
**Energy relative to the best compared isomer or geometry (same formula, charge and spin)**: 95.0 kcal/mol
**HOMO energy**: -8.460 eV

Each atom is followed by the atoms it is bonded to, with distances in Å.
Positions of all 22 atoms, in Å:
1 O -1.52 -0.74 2.32  N3 1.447, H12 0.978
2 N 0.36 1.54 -0.89  N4 1.504, C6 1.439, H16 1.020
3 N -1.49 -0.73 0.87  O1 1.447, N5 1.384, H13 1.125
4 N 0.87 0.30 -0.21  N2 1.504, C7 1.454, C8 1.458
5 N -1.99 -1.89 0.30  N3 1.384, H9 1.018, H14 1.027
6 C -1.08 1.61 -0.88  N2 1.439, H11 1.094, H20 1.126, H21 1.087
7 C 1.46 -0.63 -1.16  N4 1.454, H10 1.091, H15 1.091, H17 1.100
8 C 1.83 0.73 0.80  N4 1.458, H18 1.090, H19 1.088, H22 1.097
9 H -2.99 -1.97 0.48  N5 1.018
10 H 1.86 -1.49 -0.64  C7 1.091
11 H -1.56 0.83 -1.48  C6 1.094
12 H -0.81 -1.32 2.65  O1 0.978
13 H -0.46 -0.43 0.51  N3 1.125
14 H -1.52 -2.74 0.61  N5 1.027
15 H 0.68 -0.96 -1.85  C7 1.091
16 H 0.72 1.56 -1.85  N2 1.020
17 H 2.27 -0.16 -1.74  C7 1.100
18 H 2.19 -0.14 1.35  C8 1.090
19 H 1.31 1.39 1.49  C8 1.088
20 H -1.46 1.38 0.15  C6 1.126
21 H -1.37 2.60 -1.22  C6 1.087
22 H 2.69 1.25 0.36  C8 1.097